82
Properties=species:S:1:pos:R:3 method="wB97M-V/def2-TZVPD" total_charge=0 mol_weight_g_mol=674.25 homo_lumo_gap_ev=7.3 multiplicity=1
Cu 10.537 11.505 11.051
C 9.405 9.207 7.480
Sb 10.742 10.452 8.590
C 10.135 9.571 10.459
C 8.740 9.682 10.913
C 7.814 8.643 10.894
C 6.538 8.867 11.368
C 6.173 10.120 11.838
C 7.148 11.102 11.816
N 8.385 10.888 11.403
Si 11.126 8.135 11.105
C 11.012 8.086 12.965
C 12.917 8.272 10.559
C 10.552 6.452 10.512
C 9.744 12.555 8.052
C 9.807 13.587 9.145
C 9.277 14.875 8.996
C 9.391 15.824 9.982
C 10.101 15.550 11.139
C 10.618 14.284 11.215
N 10.469 13.331 10.284
Si 7.956 12.376 7.357
C 7.930 11.512 5.681
C 6.781 11.545 8.554
C 6.996 13.979 7.019
Si 10.899 13.256 6.693
C 10.105 14.490 5.508
C 11.638 11.981 5.522
C 12.309 14.256 7.460
H 9.592 8.205 7.880
H 9.596 9.209 6.406
H 8.357 9.456 7.635
H 8.087 7.678 10.471
H 5.807 8.045 11.310
H 5.176 10.324 12.208
H 6.931 12.106 12.169
H 11.441 8.995 13.413
H 11.468 7.200 13.409
H 9.947 8.084 13.232
H 13.327 9.276 10.730
H 12.968 8.094 9.482
H 13.574 7.547 11.052
H 9.572 6.206 10.940
H 11.247 5.647 10.794
H 10.431 6.464 9.432
H 8.784 15.132 8.071
H 8.927 16.787 9.845
H 10.228 16.263 11.942
H 11.196 13.998 12.098
H 8.806 10.879 5.533
H 7.905 12.236 4.851
H 7.047 10.862 5.611
H 7.101 10.564 8.900
H 5.812 11.440 8.077
H 6.647 12.187 9.429
H 7.524 14.701 6.396
H 6.721 14.484 7.945
H 6.083 13.704 6.476
H 9.263 14.061 4.954
H 10.845 14.837 4.767
H 9.712 15.357 6.059
H 10.861 11.493 4.919
H 12.182 11.199 6.058
H 12.342 12.481 4.826
H 12.085 14.555 8.503
H 12.461 15.175 6.878
H 13.241 13.698 7.490
C 14.094 10.980 13.266
C 14.624 11.586 11.992
O 13.579 11.615 11.052
C 13.937 12.260 9.836
C 14.790 11.393 8.932
H 14.851 10.984 14.056
H 13.770 9.953 13.100
H 13.220 11.543 13.635
H 15.481 11.016 11.615
H 14.983 12.616 12.161
H 14.413 13.220 10.076
H 13.006 12.497 9.334
H 15.731 11.105 9.418
H 15.061 11.949 8.015
H 14.284 10.472 8.622